# 1
{"formula": "ClNa2O4", "method": "ωB97M-V/def2-TZVPD", "symbols": ["Na", "Na", "Cl", "O", "O", "O", "O"], "positions_angstrom": [[-1.220, 2.632, 0.396], [0.626, -0.730, 2.693], [0.140, -0.382, -0.642], [0.425, -1.477, -1.497], [-0.366, 0.734, -1.412], [-0.884, -0.783, 0.317], [1.279, 0.005, 0.145]], "atomic_forces_ev_per_a": [[0.139, -0.507, -0.714], [-0.002, -0.232, -0.904], [-1.118, -1.529, -0.954], [0.313, 0.409, 0.150], [0.065, 0.824, 0.592], [-0.434, 0.336, 0.990], [1.036, 0.698, 0.840]], "lowdin_charge": [0.888, 0.855, 0.647, -0.263, -0.354, -0.396, -0.377], "e_homo_ev": -13.690, "gap_ev": 8.498, "molar_mass_da": 145.429, "relative_energy_kj_mol": 0.00, "total_energy_ha": -1085.31690, "total_charge": 1}

# 2
{"formula": "C4H3NS", "method": "ωB97M-V/def2-TZVPD", "symbols": ["C", "C", "C", "S", "C", "N", "H", "H", "H"], "positions_angstrom": [[-2.300, -1.132, -0.213], [-1.273, -0.599, 0.182], [0.037, -0.034, 0.516], [0.136, 1.660, -0.083], [1.186, -0.923, 0.052], [2.180, -1.447, -0.252], [-3.211, -1.590, -0.499], [0.077, 0.039, 1.661], [-0.203, 1.251, -1.290]], "atomic_forces_ev_per_a": [[2.330, 1.293, 1.064], [-1.889, -1.573, -1.125], [0.248, -1.119, 1.659], [0.379, 0.280, 0.182], [0.789, 0.454, 0.114], [-1.820, 0.671, 0.436], [-0.159, -0.046, -0.074], [0.249, -0.170, -1.561], [-0.128, 0.209, -0.695]], "lowdin_charge": [0.143, -0.205, -0.701, 0.793, -0.221, 0.147, 0.029, 0.133, -0.119], "e_homo_ev": -10.007, "gap_ev": 10.556, "molar_mass_da": 97.142, "relative_energy_kj_mol": 124.88, "total_energy_ha": -607.06043, "total_charge": 0, "smiles": "C#C[C@H](S)C#N"}